A single C3H5NO2S2 molecule. Source: the OMol25 dataset; level of theory: ωB97M-V with the def2-TZVPD basis set.

Each line ends with the Mulliken charge.
Element x y z (Å)
C 0.931 0.772 -1.726  -0.78
C -0.437 0.238 0.175  0.80
C -0.770 -2.520 0.990  0.08
H 1.144 1.750 -2.136  0.25
H 1.858 0.107 -1.546  0.29
H 0.104 0.414 -2.416  0.39
H -0.692 -1.941 1.912  0.38
H 0.211 2.782 1.366  0.14
N -0.854 0.430 1.390  -0.51
O 0.274 1.178 -0.539  -0.33
O -0.857 -3.703 0.813  -0.41
S -0.590 -1.423 -0.541  -0.15
S -0.321 1.915 2.257  -0.15

Computed properties:
DFT total energy ... -1118.8505 hartree
Structure (SMILES) ... CO/C(=N\S)SC=O
LUMO ... 0.4 eV